Formula: C85H183N9O11
Source: OMol25
Level of theory: ωB97M-V/def2-TZVPD

Last column: Löwdin charge in e.
Positions of all 288 atoms, in Å:
C  15.900  13.478  10.499  -0.04
C  14.597  13.811  11.195  -0.50
C  13.527  14.329  10.199  -0.12
C  12.111  14.348  10.848  -0.17
C  11.767  12.913  11.211  -0.12
C  12.755  12.298  12.270  -0.50
N  14.092  12.510  11.710  -0.09
O  14.967  12.085  12.710  -0.07
C  12.581  12.806  13.701  -0.03
C  12.483  10.810  12.291  -0.04
C  14.904  14.829  12.298  -0.03
H  15.778  12.479  10.038  0.09
H  16.776  13.383  11.129  0.06
H  16.136  14.184  9.681  0.10
H  13.794  15.330  9.833  0.12
H  13.542  13.701  9.294  0.12
H  11.423  14.790  10.140  0.11
H  12.114  15.048  11.708  0.09
H  11.863  12.298  10.306  0.12
H  10.767  12.784  11.663  0.11
H  11.510  12.825  13.929  0.07
H  13.113  12.136  14.390  0.08
H  12.962  13.816  13.842  0.05
H  12.718  10.208  11.393  0.10
H  13.055  10.326  13.089  0.06
H  11.429  10.626  12.473  0.08
H  15.570  14.418  13.031  0.06
H  14.071  15.213  12.916  0.06
H  15.375  15.740  11.883  0.10
H  15.526  11.341  12.440  0.08
C  15.585  15.948  19.973  0.00
C  15.514  16.562  18.509  -0.48
C  16.661  15.986  17.662  -0.11
C  16.370  14.550  17.120  -0.15
C  15.068  14.604  16.344  -0.11
C  13.899  14.963  17.336  -0.47
N  14.231  16.269  17.870  -0.08
O  13.210  16.637  18.735  -0.06
C  12.619  15.098  16.485  -0.02
C  13.581  13.853  18.346  -0.01
C  15.631  18.088  18.680  -0.01
H  14.776  16.295  20.611  0.06
H  16.573  16.327  20.238  0.07
H  15.646  14.856  19.958  0.06
H  16.720  16.692  16.821  0.11
H  17.579  16.015  18.277  0.12
H  16.299  13.815  17.943  0.08
H  17.237  14.221  16.548  0.09
H  14.850  13.698  15.754  0.11
H  15.093  15.418  15.606  0.11
H  12.290  14.118  16.157  0.06
H  11.828  15.523  17.078  0.06
H  12.857  15.781  15.677  0.08
H  13.023  13.106  17.785  0.05
H  14.474  13.291  18.673  0.08
H  13.008  14.259  19.170  0.06
H  16.694  18.314  18.794  0.07
H  15.025  18.466  19.513  0.09
H  15.309  18.587  17.769  0.06
H  12.637  17.264  18.260  0.08
C  18.003  15.688  23.077  -0.04
C  18.888  15.550  24.331  -0.47
C  17.953  15.940  25.550  -0.13
C  18.615  15.605  26.868  -0.17
C  18.867  14.087  26.866  -0.11
C  19.814  13.638  25.714  -0.57
N  19.282  14.118  24.479  -0.10
O  20.057  13.652  23.419  -0.05
C  21.239  14.140  25.937  -0.03
C  19.799  12.156  25.725  -0.04
C  20.014  16.557  24.234  -0.03
H  17.293  14.867  23.036  0.06
H  18.586  15.716  22.173  0.07
H  17.422  16.625  23.100  0.09
H  17.704  16.973  25.379  0.11
H  17.003  15.444  25.449  0.11
H  17.960  15.805  27.729  0.11
H  19.518  16.213  27.007  0.10
H  17.932  13.588  26.656  0.12
H  19.291  13.716  27.786  0.12
H  21.745  13.595  26.767  0.10
H  21.918  14.067  25.069  0.09
H  21.323  15.166  26.292  0.06
H  20.571  11.740  25.063  0.09
H  19.930  11.841  26.765  0.10
H  18.827  11.848  25.313  0.09
H  19.525  17.544  24.182  0.10
H  20.637  16.394  23.340  0.09
H  20.690  16.584  25.082  0.06
H  20.886  14.165  23.362  0.10
C  10.960  21.262  17.254  -0.01
C  11.002  20.166  18.337  -0.51
C  9.919  20.426  19.480  -0.11
C  8.511  20.236  18.890  -0.18
C  8.401  18.822  18.346  -0.10
C  9.493  18.494  17.244  -0.50
N  10.760  18.832  17.815  -0.09
O  11.805  18.409  16.987  -0.05
C  9.441  17.013  16.965  -0.03
C  9.198  19.171  15.882  -0.03
C  12.295  20.232  19.074  -0.04
H  9.979  21.394  16.820  0.05
H  11.635  21.074  16.426  0.06
H  11.279  22.208  17.708  0.10
H  10.097  19.624  20.215  0.10
H  10.040  21.409  20.009  0.13
H  8.245  21.040  18.199  0.10
H  7.794  20.307  19.713  0.11
H  7.410  18.537  17.975  0.12
H  8.684  18.103  19.133  0.10
H  8.433  16.724  16.641  0.10
H  10.195  16.813  16.215  0.05
H  9.643  16.526  17.920  0.08
H  8.807  20.192  15.940  0.07
H  10.062  19.205  15.200  0.06
H  8.399  18.690  15.317  0.08
H  13.068  20.153  18.331  0.07
H  12.416  19.366  19.733  0.09
H  12.379  21.155  19.663  0.10
H  11.919  19.023  16.230  0.07
C  19.201  21.733  13.553  -0.03
C  19.811  21.605  14.935  -0.52
C  18.790  22.002  16.086  -0.11
C  17.790  20.864  16.520  -0.15
C  18.621  19.594  16.838  -0.12
C  19.503  19.181  15.631  -0.56
N  20.335  20.275  15.275  -0.10
O  21.291  19.919  14.274  -0.02
C  20.421  18.048  16.145  -0.03
C  18.666  18.589  14.479  -0.03
C  20.940  22.656  15.055  -0.04
H  19.986  21.722  12.794  0.08
H  18.694  22.697  13.543  0.09
H  18.474  20.926  13.446  0.07
H  19.418  22.185  16.984  0.12
H  18.322  22.945  15.778  0.11
H  17.066  20.656  15.712  0.08
H  17.199  21.228  17.358  0.10
H  18.104  18.809  17.370  0.08
H  19.463  19.883  17.530  0.14
H  19.797  17.365  16.751  0.08
H  20.716  17.534  15.231  0.07
H  21.300  18.487  16.618  0.09
H  18.336  17.546  14.750  0.10
H  17.774  19.206  14.302  0.05
H  19.257  18.505  13.550  0.08
H  21.455  22.551  16.026  0.09
H  20.531  23.660  14.987  0.08
H  21.603  22.469  14.198  0.08
H  20.827  19.966  13.400  0.09
C  16.950  12.469  22.090  -0.02
C  17.191  10.981  21.763  -0.52
C  16.337  10.551  20.585  -0.13
C  16.905  10.904  19.220  -0.19
C  18.350  10.489  19.029  -0.10
C  19.282  11.090  20.254  -0.49
N  18.590  10.649  21.440  -0.07
O  19.393  10.878  22.615  -0.04
C  20.681  10.405  20.185  -0.03
C  19.502  12.576  20.105  -0.03
C  16.789  10.170  22.979  -0.03
H  17.558  12.638  22.981  0.06
H  15.920  12.715  22.360  0.08
H  17.305  13.154  21.310  0.06
H  16.211  9.471  20.705  0.12
H  15.318  10.926  20.691  0.11
H  16.863  11.995  19.065  0.09
H  16.248  10.542  18.414  0.09
H  18.781  10.817  18.085  0.10
H  18.471  9.412  19.101  0.11
H  21.413  10.977  20.770  0.08
H  20.641  9.364  20.549  0.09
H  20.955  10.435  19.137  0.07
H  18.591  13.067  19.808  0.06
H  19.910  12.983  21.025  0.07
H  20.233  12.728  19.313  0.09
H  17.301  10.465  23.888  0.07
H  16.941  9.122  22.796  0.08
H  15.698  10.325  23.119  0.10
H  19.471  11.840  22.792  0.05
C  10.384  14.871  20.388  -0.01
C  10.419  15.641  21.754  -0.47
C  9.477  14.949  22.873  -0.11
C  10.062  13.618  23.354  -0.17
C  11.443  13.953  23.961  -0.13
C  12.434  14.609  22.956  -0.53
N  11.742  15.738  22.362  -0.10
O  12.572  16.583  21.593  -0.04
C  13.602  15.087  23.784  -0.03
C  12.944  13.536  22.002  -0.02
C  9.875  17.052  21.539  -0.03
H  9.400  14.933  19.914  0.09
H  10.693  13.850  20.503  0.03
H  11.145  15.329  19.687  0.08
H  9.419  15.669  23.688  0.11
H  8.491  14.847  22.445  0.11
H  10.132  12.880  22.529  0.11
H  9.462  13.102  24.115  0.11
H  11.884  13.090  24.466  0.12
H  11.250  14.724  24.727  0.12
H  13.915  14.272  24.404  0.08
H  14.383  15.413  23.079  0.08
H  13.272  15.960  24.321  0.09
H  13.733  13.888  21.347  0.06
H  13.380  12.747  22.603  0.08
H  12.172  13.086  21.385  0.06
H  10.563  17.567  20.873  0.06
H  9.913  17.518  22.520  0.09
H  8.884  16.923  21.129  0.08
H  12.605  16.243  20.653  0.07
C  11.031  8.837  18.762  0.00
C  11.667  9.849  17.759  -0.50
C  11.864  9.180  16.355  -0.12
C  10.534  8.974  15.588  -0.17
C  9.827  10.335  15.385  -0.11
C  9.577  10.960  16.831  -0.47
N  10.885  11.057  17.503  -0.11
O  10.736  11.666  18.741  -0.04
C  9.112  12.438  16.680  -0.03
C  8.433  10.176  17.562  -0.02
C  13.024  10.299  18.267  -0.05
H  11.846  8.335  19.269  0.08
H  10.470  8.106  18.185  0.07
H  10.402  9.411  19.423  0.07
H  12.538  9.805  15.758  0.10
H  12.390  8.251  16.566  0.12
H  9.863  8.237  16.078  0.10
H  10.774  8.561  14.615  0.10
H  8.928  10.200  14.767  0.12
H  10.458  11.108  14.918  0.09
H  10.066  12.959  16.562  0.07
H  8.476  12.665  15.819  0.09
H  8.653  12.796  17.585  0.07
H  8.406  10.513  18.592  0.07
H  7.490  10.445  17.052  0.09
H  8.569  9.098  17.533  0.06
H  12.935  10.718  19.254  0.08
H  13.415  11.077  17.619  0.06
H  13.674  9.447  18.227  0.08
H  10.922  12.599  18.596  0.07
C  18.229  10.145  11.272  -0.03
C  18.412  10.239  12.816  -0.51
C  18.547  11.768  13.226  -0.11
C  18.463  11.938  14.728  -0.18
C  17.133  11.448  15.221  -0.13
C  16.903  9.938  14.877  -0.46
N  17.163  9.823  13.369  -0.10
O  16.925  8.467  12.996  -0.02
C  17.757  8.969  15.721  -0.01
C  15.428  9.603  15.154  -0.03
C  19.728  9.447  13.105  -0.03
H  18.212  9.115  10.899  0.08
H  19.025  10.705  10.791  0.08
H  17.283  10.645  11.058  0.06
H  19.448  12.208  12.763  0.13
H  17.684  12.186  12.736  0.08
H  18.627  13.005  15.003  0.11
H  19.329  11.422  15.165  0.11
H  16.289  11.940  14.752  0.10
H  16.983  11.506  16.298  0.10
H  17.548  7.951  15.386  0.09
H  18.809  9.241  15.776  0.06
H  17.341  9.068  16.730  0.07
H  15.255  8.518  15.218  0.10
H  15.253  10.030  16.157  0.07
H  14.816  10.143  14.418  0.06
H  20.023  9.480  14.163  0.06
H  20.585  9.872  12.563  0.08
H  19.674  8.406  12.782  0.08
H  16.193  8.569  12.375  0.11
C  14.679  18.736  15.047  -0.08
C  13.859  19.297  13.936  -0.28
O  12.752  20.028  14.547  -0.12
H  15.012  19.557  15.684  0.07
H  15.559  18.270  14.644  0.06
H  14.117  18.004  15.638  0.06
H  13.450  18.466  13.294  0.11
H  14.309  19.998  13.182  0.13
H  12.299  20.456  13.808  0.09
C  10.477  17.189  13.357  -0.09
C  9.929  15.786  13.346  -0.32
O  9.253  15.611  12.107  -0.08
H  10.925  17.526  12.411  0.09
H  11.163  17.365  14.192  0.06
H  9.602  17.856  13.477  0.07
H  9.244  15.625  14.194  0.11
H  10.757  15.074  13.397  0.08
H  8.895  14.718  12.027  0.08

Output
E_HOMO   -7.997 eV
SMILES   CC1(C)CCCC(C)(C)N1O.CC1(C)CCCC(C)(C)N1O.CC1(C)CCCC(C)(C)N1O.CC1(C)CCCC(C)(C)N1O.CC1(C)CCCC(C)(C)N1O.CC1(C)CCCC(C)(C)N1O.CC1(C)CCCC(C)(C)N1O.CC1(C)CCCC(C)(C)N1O.CC1(C)CCCC(C)(C)N1O.CCO.CCO
ΔE to the lowest compared entry with this formula, charge and spin   0.0 kJ/mol
Net charge   0
Multiplicity   1
Energy   -127037.0896 eV
Lowest unoccupied orbital energy   0.3265 eV